Below is a molecular structure, C35H37ClO4P2Pd in a non-equilibrium geometry, with properties calculated with ωB97M-V with the def2-TZVPD basis set.

## Properties
ΔE to the lowest compared entry with this formula, charge and spin, kcal per mole: 72.5
⟨S²⟩: 2.015
Frontier orbital gap (spin up / spin down), eV: 5.4 / 7.2

Structure (ORCA input):
```
! wB97M-V def2-TZVPD RIJCOSX def2/J DEFGRID3
* xyz 0 3
Pd -0.604 2.270 1.069
C 2.717 -4.258 -0.807
C 2.821 -3.291 -1.729
C 2.255 -3.255 -3.124
C 1.075 -4.212 -3.418
C -0.109 -3.967 -2.517
C -0.346 -4.467 -1.297
C 0.483 -5.433 -0.495
C 1.973 -5.567 -0.892
C -2.304 3.572 2.041
H 3.248 -4.129 0.146
H 3.463 -2.433 -1.501
H 3.045 -3.438 -3.876
H 1.916 -2.220 -3.298
H 0.748 -3.988 -4.448
H 1.422 -5.253 -3.412
H -0.865 -3.311 -2.971
H -1.300 -4.230 -0.814
H 0.032 -6.441 -0.503
H 0.434 -5.097 0.554
H 2.429 -6.246 -0.152
H 2.060 -6.053 -1.873
H -2.570 3.375 3.123
H -3.156 2.930 1.474
H -2.854 4.458 1.586
P 1.307 1.455 0.359
P -1.806 0.739 0.096
C 0.728 0.142 -0.679
C -0.582 -0.132 -0.808
C 2.373 2.481 -0.654
C 3.090 1.864 -1.694
C 3.929 2.636 -2.498
C 4.076 4.009 -2.249
C 3.376 4.606 -1.189
C 2.522 3.851 -0.376
C 2.315 0.733 1.668
C 1.708 0.029 2.723
C 2.522 -0.518 3.721
C 3.918 -0.399 3.647
C 4.509 0.266 2.565
C 3.713 0.816 1.561
C -3.108 1.318 -0.992
C -2.906 2.382 -1.890
C -3.954 2.752 -2.743
C -5.171 2.055 -2.723
C -5.343 0.975 -1.847
C -4.309 0.590 -0.997
C -2.513 -0.402 1.276
C -3.094 0.036 2.474
C -3.642 -0.912 3.343
C -3.632 -2.272 3.009
C -3.077 -2.692 1.791
C -2.532 -1.758 0.912
H 1.498 -0.427 -1.166
H -0.992 -0.914 -1.417
H 2.985 0.795 -1.889
H 4.471 2.164 -3.319
H 4.737 4.610 -2.883
H 3.494 5.673 -0.994
H 1.973 4.313 0.452
H 0.617 -0.053 2.785
H 2.066 -1.035 4.566
H 4.550 -0.825 4.433
H 5.593 0.371 2.500
H 4.172 1.337 0.717
H -1.961 2.935 -1.901
H -3.828 3.595 -3.426
H -5.990 2.347 -3.387
H -6.286 0.425 -1.815
H -4.443 -0.247 -0.310
H -3.106 1.095 2.740
H -4.075 -0.581 4.289
H -4.059 -3.008 3.697
H -3.071 -3.750 1.522
H -2.108 -2.088 -0.037
O -2.594 5.693 3.798
Cl -1.423 6.358 3.068
O -1.784 6.840 1.652
O -0.047 6.318 3.646
O -0.820 4.097 2.003
*
```

=====

Below is a molecular structure, C35H37F5OP2PdTe in a non-equilibrium geometry, with properties calculated with ωB97M-V with the def2-TZVPD basis set.

## Properties
ΔE to the lowest compared entry with this formula, charge and spin, kcal per mole: 0.0
⟨S²⟩: 6.019
Frontier orbital gap (spin up / spin down), eV: 5.6 / 4.1

Structure (ORCA input):
```
! wB97M-V def2-TZVPD RIJCOSX def2/J DEFGRID3
* xyz 2 5
Pd 1.106 0.716 0.842
C 0.078 -2.509 -2.490
C -0.717 -1.491 -2.823
C -2.161 -1.687 -3.177
C -3.000 -2.592 -2.236
C -2.578 -2.660 -0.789
C -1.596 -3.441 -0.331
C -0.879 -4.461 -1.165
C -0.405 -3.931 -2.531
C 0.876 1.660 2.701
H 1.149 -2.413 -2.317
H -0.331 -0.506 -3.095
H -2.219 -2.128 -4.188
H -2.656 -0.710 -3.239
H -4.037 -2.222 -2.273
H -3.022 -3.604 -2.672
H -3.266 -2.154 -0.109
H -1.356 -3.524 0.721
H -1.509 -5.350 -1.350
H -0.002 -4.802 -0.593
H 0.415 -4.580 -2.869
H -1.221 -4.043 -3.254
H 1.924 1.643 3.040
H 0.259 1.261 3.537
H 0.582 2.691 2.471
P 0.380 0.906 -1.262
P -0.788 0.045 1.958
C -1.318 0.436 -0.817
C -1.737 0.020 0.431
C 0.209 2.397 -2.252
C -0.735 2.444 -3.294
C -0.886 3.618 -4.031
C -0.094 4.738 -3.727
C 0.864 4.686 -2.709
C 1.016 3.513 -1.985
C 1.850 -0.008 -1.930
C 2.497 -0.987 -1.134
C 3.701 -1.556 -1.536
C 4.275 -1.140 -2.742
C 3.670 -0.158 -3.530
C 2.467 0.424 -3.115
C -1.981 0.880 3.039
C -2.340 2.198 2.724
C -3.310 2.850 3.487
C -3.907 2.185 4.570
C -3.523 0.880 4.898
C -2.551 0.218 4.145
C -0.101 -1.404 2.822
C 1.147 -1.344 3.480
C 1.694 -2.482 4.077
C 1.024 -3.708 3.977
C -0.202 -3.785 3.309
C -0.798 -2.623 2.804
H -2.063 0.626 -1.594
H -2.790 -0.230 0.588
H -1.324 1.554 -3.507
H -1.612 3.648 -4.843
H -0.220 5.649 -4.299
H 1.499 5.550 -2.489
H 1.759 3.419 -1.201
H 2.036 -1.299 -0.180
H 4.182 -2.306 -0.911
H 5.217 -1.579 -3.059
H 4.126 0.182 -4.461
H 2.014 1.235 -3.689
H -1.854 2.707 1.890
H -3.597 3.872 3.240
H -4.675 2.692 5.158
H -3.981 0.368 5.750
H -2.226 -0.796 4.401
H 1.694 -0.403 3.521
H 2.639 -2.409 4.622
H 1.455 -4.600 4.433
H -0.703 -4.751 3.186
H -1.798 -2.660 2.369
F 5.226 3.339 0.627
Te 3.441 3.797 1.071
F 1.724 4.458 1.538
F 3.308 4.778 -0.558
F 3.662 3.100 2.826
F 4.141 5.430 1.754
O 2.765 2.224 0.345
*
```

=====

Below is a molecular structure, C35H38BN7O5Ta, with properties calculated with ωB97M-V with the def2-TZVPD basis set.

## Properties
ΔE to the lowest compared entry with this formula, charge and spin, kcal per mole: 3.2
Frontier orbital gap, eV: 7.3

Structure (ORCA input):
```
! wB97M-V def2-TZVPD RIJCOSX def2/J DEFGRID3
* xyz 1 1
Ta 0.188 -0.301 -0.097
C 4.567 -1.657 0.015
C 3.897 -1.643 -1.360
C 3.110 -2.906 -1.717
C 3.264 -0.299 -1.671
C 3.914 0.579 -2.544
C 3.117 1.697 -2.632
N 2.054 1.510 -1.853
N 2.126 0.301 -1.229
B 0.882 2.473 -1.626
N 0.795 2.726 -0.116
C 1.039 3.875 0.514
C 0.762 3.709 1.850
C 0.324 2.391 1.990
N 0.381 1.780 0.779
C -0.205 1.850 3.295
C 0.958 1.545 4.243
C -1.173 2.854 3.927
N -0.472 1.864 -2.080
C -1.291 2.330 -3.036
C -2.567 1.872 -2.796
C -2.481 1.137 -1.606
N -1.202 1.101 -1.215
C -3.608 0.624 -0.751
C -4.891 1.401 -1.061
C -3.278 0.780 0.737
H 5.143 -2.573 0.136
H 5.244 -0.808 0.109
H 3.852 -1.607 0.833
H 4.721 -1.656 -2.080
H 2.227 -3.082 -1.110
H 2.837 -2.896 -2.776
H 3.762 -3.766 -1.567
H 4.851 0.398 -3.039
H 3.230 2.615 -3.183
H 1.094 3.485 -2.219
H 1.378 4.734 -0.040
H 0.826 4.451 2.625
H -0.763 0.939 3.118
H 1.498 2.460 4.493
H 0.587 1.100 5.166
H 1.673 0.853 3.794
H -0.668 3.772 4.230
H -1.979 3.119 3.242
H -1.614 2.412 4.820
H -0.913 3.001 -3.790
H -3.452 2.101 -3.361
H -3.793 -0.425 -1.003
H -4.760 2.463 -0.846
H -5.204 1.295 -2.099
H -5.699 1.024 -0.435
H -2.875 1.777 0.933
H -4.187 0.674 1.330
H -2.572 0.039 1.098
O 1.927 -4.040 4.519
C 1.686 -3.247 3.668
C 2.257 -3.253 2.221
O 3.041 -4.035 1.762
C 1.571 -2.119 1.586
C 0.719 -1.480 2.425
O 0.012 -0.528 1.850
C 0.689 -2.059 3.775
O 0.035 -1.738 4.726
O 1.550 -1.652 0.348
N 0.249 -1.196 -2.248
C -0.928 -1.317 -3.076
C -0.938 -0.754 -4.339
C -2.087 -0.842 -5.110
C -3.203 -1.487 -4.601
C -3.167 -2.056 -3.337
C -2.018 -1.985 -2.551
C -1.969 -2.583 -1.196
C -2.634 -3.803 -1.065
C -2.845 -4.389 0.168
C -2.437 -3.699 1.295
C -1.739 -2.511 1.160
C -1.392 -1.927 -0.076
H 0.920 -0.632 -2.764
H 0.710 -2.102 -2.132
H -0.053 -0.257 -4.721
H -2.109 -0.409 -6.100
H -4.107 -1.549 -5.192
H -4.048 -2.547 -2.944
H -2.995 -4.295 -1.959
H -3.348 -5.343 0.247
H -2.653 -4.076 2.286
H -1.512 -2.007 2.085
*
```

=====

Below is a molecular structure, C35H38BiN2O3P2 in a non-equilibrium geometry, with properties calculated with ωB97M-V with the def2-TZVPD basis set.

## Properties
ΔE to the lowest compared entry with this formula, charge and spin, kcal per mole: 132.4
Frontier orbital gap (spin up / spin down), eV: 5.4 / 5.9

Structure (ORCA input):
```
! wB97M-V def2-TZVPD RIJCOSX def2/J DEFGRID3
* xyz 1 1
C -4.013 -1.852 -2.413
C -2.824 -1.132 -2.476
C -2.682 0.011 -1.659
C -3.719 0.443 -0.835
C -4.924 -0.281 -0.820
C -5.068 -1.434 -1.594
C -3.481 1.657 0.036
C -2.654 2.674 -0.711
C -1.637 2.199 -1.540
C -0.784 3.070 -2.244
C -0.940 4.438 -2.060
C -1.948 4.945 -1.229
C -2.812 4.064 -0.570
H -4.125 -2.746 -3.037
H -5.744 0.064 -0.183
H -6.003 -2.007 -1.569
H -4.416 2.080 0.406
H -0.279 5.127 -2.597
H -2.062 6.028 -1.105
H -3.607 4.450 0.074
N -1.552 0.815 -1.705
Bi 0.313 -0.060 -1.121
C -1.703 -1.551 -3.409
H -1.407 -0.721 -4.069
H -2.015 -2.408 -4.033
C 0.218 2.507 -3.236
H -0.303 1.882 -3.980
H 0.742 3.318 -3.761
P -0.209 -2.048 -2.459
P 1.551 1.477 -2.572
C 2.703 2.479 -1.682
H 3.544 1.882 -1.294
H 3.086 3.225 -2.401
H 2.218 2.991 -0.839
C 2.385 0.717 -3.938
H 2.918 1.531 -4.462
H 3.114 -0.039 -3.612
H 1.674 0.250 -4.633
C -0.744 -3.424 -1.434
H -1.291 -4.158 -2.054
H 0.129 -3.922 -0.980
H -1.409 -3.086 -0.628
C 0.970 -2.733 -3.625
H 1.925 -2.951 -3.125
H 0.557 -3.676 -4.033
H 1.160 -2.040 -4.455
C 2.035 -0.768 -0.455
O 3.048 -1.226 -0.044
H -2.892 1.328 0.925
C 1.499 2.473 5.377
C 2.221 1.754 4.252
C 3.245 2.435 3.607
C 3.993 1.810 2.617
C 3.695 0.503 2.263
C 2.624 -0.211 2.851
N 2.445 -1.555 2.455
C 1.322 -2.380 2.225
C 1.598 -3.771 2.230
C 0.625 -4.742 2.084
C -0.702 -4.361 1.920
C -1.021 -3.011 1.873
C -0.040 -2.004 1.982
C -0.765 -0.629 1.868
O -1.547 -0.342 2.689
O -0.711 0.051 0.746
C 1.895 0.425 3.904
C 0.870 -0.315 4.712
H 0.427 2.547 5.147
H 1.635 1.927 6.320
H 1.888 3.489 5.523
H 3.512 3.464 3.881
H 4.818 2.333 2.131
H 4.318 0.036 1.501
H 3.344 -2.009 2.213
H 2.630 -4.119 2.382
H 0.886 -5.802 2.106
H -1.477 -5.122 1.813
H -2.084 -2.755 1.724
H -0.109 0.190 4.653
H 0.737 -1.363 4.424
H 1.183 -0.335 5.769
*
```

=====

Below is a molecular structure, C35H38Cl2N2O5Sn, with properties calculated with ωB97M-V with the def2-TZVPD basis set.

## Properties
Frontier orbital gap (spin up / spin down), eV: 6.3 / 6.3

Structure (ORCA input):
```
! wB97M-V def2-TZVPD RIJCOSX def2/J DEFGRID3
* xyz 0 1
Sn 0.585 -0.423 0.221
C -3.642 -1.708 1.520
C -2.234 -2.212 1.730
C -1.485 -1.797 2.827
C -0.197 -2.276 3.050
C 0.567 -1.826 4.270
C 0.347 -3.182 2.141
C -0.371 -3.605 1.024
C 0.209 -4.596 0.046
C -1.660 -3.113 0.836
H -4.142 -1.533 2.473
H -4.232 -2.426 0.947
H -3.646 -0.764 0.968
H -1.920 -1.101 3.540
H 0.680 -0.737 4.277
H 1.560 -2.273 4.302
H 0.034 -2.108 5.181
H 1.340 -3.585 2.319
H -0.160 -5.603 0.257
H 1.298 -4.620 0.101
H -0.075 -4.346 -0.978
H -2.239 -3.467 -0.014
C 2.407 2.647 1.475
C 1.352 2.445 2.535
C 1.636 2.653 3.878
C 0.646 2.525 4.845
C -0.650 2.217 4.461
C -0.972 1.998 3.123
C -2.395 1.687 2.727
C 0.047 2.081 2.166
N -0.181 1.675 0.826
C -0.901 2.361 -0.048
C -1.447 3.735 0.235
C -1.102 1.738 -1.304
C -1.860 2.435 -2.400
N -0.561 0.525 -1.422
C -0.567 -0.274 -2.613
C 0.479 0.154 -3.701
C 1.109 1.538 -3.616
C 0.064 -0.159 -5.107
C -1.131 -0.652 -5.405
C -2.155 -0.892 -4.378
C -1.940 -0.699 -3.078
C -2.980 -0.935 -2.018
H 3.371 2.881 1.924
H 2.127 3.470 0.812
H 2.535 1.767 0.841
H 2.646 2.920 4.170
H 0.884 2.667 5.892
H -1.432 2.138 5.210
H -2.907 1.141 3.521
H -2.435 1.093 1.814
H -2.957 2.610 2.552
H -1.139 4.076 1.222
H -2.540 3.743 0.190
H -1.088 4.452 -0.508
H -2.856 2.728 -2.058
H -1.975 1.801 -3.277
H -1.344 3.349 -2.707
H 1.277 1.843 -2.583
H 0.479 2.279 -4.109
H 2.077 1.528 -4.123
H 0.806 0.029 -5.880
H -1.380 -0.882 -6.436
H -3.131 -1.235 -4.708
H -3.759 -1.603 -2.387
H -3.454 0.001 -1.705
H -2.527 -1.379 -1.129
O 4.017 -1.618 -5.303
C 3.367 -1.416 -4.311
C 3.720 -0.556 -3.121
O 4.797 -0.005 -2.903
C 2.536 -0.563 -2.263
C 1.335 -1.000 -3.059
O 0.231 -1.446 -2.262
C 1.994 -2.015 -3.984
O 1.573 -3.106 -4.237
O 2.492 -0.361 -1.026
Cl 5.540 0.920 1.826
C 4.678 -0.196 2.882
Cl 3.215 -0.861 2.120
H 4.375 0.330 3.777
H 5.337 -1.023 3.106
*
```

=====

Which formula does entry 3 have? C35H38BN7O5Ta

=====

Please write out number 1 again, unchanged.
Below is a molecular structure, C35H37ClO4P2Pd in a non-equilibrium geometry, with properties calculated with ωB97M-V with the def2-TZVPD basis set.

## Properties
ΔE to the lowest compared entry with this formula, charge and spin, kcal per mole: 72.5
⟨S²⟩: 2.015
Frontier orbital gap (spin up / spin down), eV: 5.4 / 7.2

Structure (ORCA input):
```
! wB97M-V def2-TZVPD RIJCOSX def2/J DEFGRID3
* xyz 0 3
Pd -0.604 2.270 1.069
C 2.717 -4.258 -0.807
C 2.821 -3.291 -1.729
C 2.255 -3.255 -3.124
C 1.075 -4.212 -3.418
C -0.109 -3.967 -2.517
C -0.346 -4.467 -1.297
C 0.483 -5.433 -0.495
C 1.973 -5.567 -0.892
C -2.304 3.572 2.041
H 3.248 -4.129 0.146
H 3.463 -2.433 -1.501
H 3.045 -3.438 -3.876
H 1.916 -2.220 -3.298
H 0.748 -3.988 -4.448
H 1.422 -5.253 -3.412
H -0.865 -3.311 -2.971
H -1.300 -4.230 -0.814
H 0.032 -6.441 -0.503
H 0.434 -5.097 0.554
H 2.429 -6.246 -0.152
H 2.060 -6.053 -1.873
H -2.570 3.375 3.123
H -3.156 2.930 1.474
H -2.854 4.458 1.586
P 1.307 1.455 0.359
P -1.806 0.739 0.096
C 0.728 0.142 -0.679
C -0.582 -0.132 -0.808
C 2.373 2.481 -0.654
C 3.090 1.864 -1.694
C 3.929 2.636 -2.498
C 4.076 4.009 -2.249
C 3.376 4.606 -1.189
C 2.522 3.851 -0.376
C 2.315 0.733 1.668
C 1.708 0.029 2.723
C 2.522 -0.518 3.721
C 3.918 -0.399 3.647
C 4.509 0.266 2.565
C 3.713 0.816 1.561
C -3.108 1.318 -0.992
C -2.906 2.382 -1.890
C -3.954 2.752 -2.743
C -5.171 2.055 -2.723
C -5.343 0.975 -1.847
C -4.309 0.590 -0.997
C -2.513 -0.402 1.276
C -3.094 0.036 2.474
C -3.642 -0.912 3.343
C -3.632 -2.272 3.009
C -3.077 -2.692 1.791
C -2.532 -1.758 0.912
H 1.498 -0.427 -1.166
H -0.992 -0.914 -1.417
H 2.985 0.795 -1.889
H 4.471 2.164 -3.319
H 4.737 4.610 -2.883
H 3.494 5.673 -0.994
H 1.973 4.313 0.452
H 0.617 -0.053 2.785
H 2.066 -1.035 4.566
H 4.550 -0.825 4.433
H 5.593 0.371 2.500
H 4.172 1.337 0.717
H -1.961 2.935 -1.901
H -3.828 3.595 -3.426
H -5.990 2.347 -3.387
H -6.286 0.425 -1.815
H -4.443 -0.247 -0.310
H -3.106 1.095 2.740
H -4.075 -0.581 4.289
H -4.059 -3.008 3.697
H -3.071 -3.750 1.522
H -2.108 -2.088 -0.037
O -2.594 5.693 3.798
Cl -1.423 6.358 3.068
O -1.784 6.840 1.652
O -0.047 6.318 3.646
O -0.820 4.097 2.003
*
```